[1]
53
Properties=species:S:1:pos:R:3:forces:R:3 method="wB97M-V/def2-TZVPD" de_lowest_kcal_mol=0.0 homo_energy_ha=-0.1224 charge=-1 homo_lumo_gap_ev=5.94 fmax_ha_per_bohr=0.09429
C -4.2347 -0.8130 1.5499 -0.162 0.251 0.136
C -3.1602 -1.8839 1.6070 0.545 0.642 -0.873
C -3.0027 -2.6141 2.9133 0.030 -0.175 0.594
O -1.9500 -1.1138 1.1792 -0.989 -1.401 0.541
C -0.7956 -1.7901 1.1818 1.653 2.714 0.575
N -0.0137 -1.2833 0.0497 -3.402 -3.335 0.900
N 1.0667 -1.8169 -0.1210 2.789 0.941 -0.412
C 2.1256 -1.7903 0.8518 -0.294 -1.759 -0.088
O 2.8444 -2.7776 0.8738 0.032 1.223 0.554
O 2.2137 -0.6534 1.5343 1.291 -0.895 0.767
C 3.4687 -0.5385 2.3658 -0.454 -0.176 -0.992
C 3.1755 -1.0705 3.7521 -0.281 -0.187 -0.049
C 3.8413 0.9212 2.2552 -0.224 0.320 0.038
O -0.4324 -2.6523 1.9607 -0.276 0.281 -1.276
H -5.2474 -1.2144 1.6571 0.179 -0.155 0.085
H -4.0687 -0.0842 2.3588 -0.040 -0.168 -0.269
H -4.1952 -0.2810 0.5881 0.109 -0.166 0.319
H -3.3346 -2.6429 0.8275 0.091 0.295 -0.004
H -3.9594 -3.0896 3.1623 0.038 0.130 -0.024
H -2.2334 -3.3921 2.8210 -0.425 0.352 0.187
H -2.7248 -1.9358 3.7356 -0.065 -0.176 -0.275
H 4.2488 -1.1465 1.8813 -0.446 0.056 0.073
H 3.9975 -0.8541 4.4362 0.061 0.057 -0.035
H 2.2605 -0.6089 4.1418 0.166 -0.055 -0.036
H 3.0349 -2.1605 3.7174 -0.024 0.330 -0.014
H 4.8289 1.1352 2.6863 -0.203 -0.192 -0.015
H 3.8426 1.2069 1.1948 -0.029 -0.060 0.294
H 3.0888 1.5272 2.7723 0.133 0.038 -0.125
C 2.8298 -0.9771 -5.0004 -0.011 0.280 -0.185
C 2.7875 -0.8989 -3.4978 -0.424 -0.252 0.220
O 1.4631 -0.5031 -3.0990 1.355 -0.314 -0.720
C 1.4149 0.0423 -1.8480 -1.466 0.515 0.602
C 0.0376 0.4661 -1.6309 0.836 0.426 -0.295
C -0.3265 1.4857 -0.7052 0.247 -1.262 -0.292
C -1.5329 2.3176 -1.1188 -0.125 0.564 0.300
C -1.7824 2.6371 -2.4605 -0.132 0.042 0.121
C -2.8067 3.5240 -2.8179 0.079 -0.056 0.488
C -3.5984 4.1055 -1.8158 0.237 -0.231 0.053
C -3.3598 3.7853 -0.4687 0.182 -0.091 -0.405
C -2.3348 2.9011 -0.1310 -0.066 0.141 -0.185
O 0.2652 1.6727 0.3619 -0.375 1.030 0.182
O 2.4067 0.0675 -1.1195 -0.625 0.466 -0.672
H 3.7145 -1.5423 -5.2915 0.036 -0.018 -0.178
H 1.9387 -1.4572 -5.4126 0.108 -0.015 0.073
H 2.9114 0.0347 -5.4115 -0.104 -0.177 -0.131
H 3.0091 -1.8775 -3.0549 0.035 0.177 0.097
H 3.5222 -0.1711 -3.1386 -0.145 -0.211 0.103
H -0.7064 0.0939 -2.3454 0.527 0.423 0.106
H -1.1332 2.1946 -3.2155 -0.174 0.162 0.117
H -2.9510 3.7816 -3.8705 -0.046 -0.075 0.353
H -4.3876 4.8120 -2.0795 0.202 -0.177 0.065
H -3.9433 4.2476 0.3262 0.001 -0.080 -0.217
H -2.1227 2.6752 0.9116 0.045 0.003 -0.172

[2]
76
Properties=species:S:1:pos:R:3:forces:R:3 method="wB97M-V/def2-TZVPD" de_lowest_kcal_mol=47.4 homo_energy_ha=-0.3394 homo_lumo_gap_ev=8.84 fmax_ha_per_bohr=0.10775 smiles="COCCCCCCCCCCCC[C@](C#N)([C@](C#N)(COC(C)=O)P(O)Cl)P(=N)(O)O.NC(N)=O"
C -6.7967 -4.3724 6.1791 0.448 -0.318 0.460
O -5.3973 -4.4903 5.8827 -0.627 0.117 -0.536
C -5.1346 -4.4361 4.4916 1.211 -0.355 -0.958
C -3.5967 -4.6516 4.2987 -0.679 1.097 1.339
C -2.8407 -3.4543 4.9843 0.694 -0.902 -0.167
C -1.3494 -3.8979 5.2157 0.068 0.369 -1.029
C -0.4744 -3.7600 3.9096 -0.701 0.858 0.614
C -0.3753 -2.2329 3.5647 0.704 -0.469 -0.255
C 1.0149 -1.8291 2.9334 -1.238 0.839 0.768
C 0.8163 -0.4457 2.2248 0.972 -0.870 0.167
C 2.0263 -0.0574 1.3133 -1.002 0.212 0.373
C 1.9826 1.5060 1.0261 -0.183 -1.834 -0.689
C 2.2433 1.7088 -0.5007 1.013 1.260 -0.265
C 1.5230 2.9496 -1.1343 -0.055 0.257 0.687
C 0.1615 2.5911 -1.8912 1.195 1.081 1.887
C -0.6119 1.7209 -0.9140 2.462 2.743 -3.655
N -1.2998 1.0325 -0.3567 -2.133 -2.099 2.196
C 0.3828 1.9725 -3.3241 0.100 0.133 -0.129
C 1.8614 1.8010 -3.6793 -5.286 0.405 1.611
N 2.9778 1.8491 -3.7466 3.883 -0.018 -0.563
C -0.1803 2.8647 -4.5225 0.447 -1.486 -0.521
O 0.2340 2.1576 -5.7356 -0.715 0.923 0.000
C -0.8378 1.9104 -6.5737 0.587 0.865 -2.484
C -0.7708 2.5708 -7.9837 1.426 -0.872 0.852
O -1.7572 1.2223 -6.3086 -0.917 -0.706 1.359
P -0.3598 0.2253 -3.6420 -0.592 -1.746 -1.330
O -1.9738 0.2285 -3.2513 1.425 1.108 0.143
Cl 0.4970 -1.1277 -2.2493 -0.282 1.007 -0.013
P -0.7905 4.2360 -1.8884 -1.978 0.368 0.278
N -2.2286 4.1460 -2.4699 1.038 -0.334 -0.179
O 0.1781 5.3670 -2.6064 -0.324 -1.170 1.648
O -0.9749 4.7604 -0.3228 1.544 -0.285 -1.704
H -6.9338 -3.4924 6.8396 -0.156 -0.323 -0.558
H -7.3853 -4.3062 5.2422 0.131 0.075 0.668
H -7.0868 -5.2741 6.7637 -0.033 0.518 -0.480
H -5.3888 -3.4477 4.0364 -0.133 -0.492 0.426
H -5.6847 -5.2343 3.9389 0.109 0.452 0.395
H -3.3159 -5.5656 4.8636 -0.175 0.306 -0.648
H -3.3065 -4.7054 3.2326 -0.297 -0.193 0.534
H -2.9272 -2.5562 4.3382 0.212 -0.413 0.377
H -3.2718 -3.1951 5.9708 -0.036 -0.341 -0.605
H -0.8848 -3.2382 5.9814 -0.206 -0.666 -0.264
H -1.3506 -4.9639 5.5265 0.054 0.705 0.212
H 0.5456 -4.1612 4.0812 -0.580 0.108 -0.088
H -0.9516 -4.3106 3.0703 0.431 0.207 0.458
H -0.5099 -1.6667 4.5131 0.101 -0.179 -0.594
H -1.1960 -1.9064 2.8875 0.483 -0.349 0.377
H 1.4068 -2.6236 2.2675 -0.231 0.501 0.221
H 1.7010 -1.6803 3.7996 -0.079 -0.335 -0.759
H -0.1351 -0.5173 1.6524 0.700 0.437 0.166
H 0.7200 0.3296 3.0144 -0.200 -0.406 -0.391
H 2.9793 -0.3714 1.7871 -0.498 0.312 -0.192
H 1.9266 -0.6516 0.3806 0.186 0.486 0.423
H 0.9692 1.8676 1.3136 0.721 -0.079 -0.148
H 2.7617 1.9569 1.6718 -0.551 0.214 -0.562
H 3.3379 1.8961 -0.6134 -0.701 -0.300 -0.108
H 2.0278 0.8264 -1.1310 0.010 0.275 0.654
H 2.1856 3.5752 -1.7738 -0.467 -0.727 0.093
H 1.2568 3.6180 -0.2766 0.073 -0.495 -0.528
H -1.2820 2.8905 -4.5573 0.587 0.374 0.450
H 0.3167 3.8482 -4.5848 -0.511 -0.379 0.422
H -1.2957 1.9072 -8.6904 -0.057 0.576 0.426
H -1.1911 3.5902 -7.9226 0.258 -0.505 -0.189
H 0.3057 2.5706 -8.2690 -0.745 0.477 0.028
H -2.2853 1.0703 -2.8788 -0.145 -0.489 0.272
H -2.4063 3.1967 -2.7907 -0.333 0.333 -0.037
H 0.8418 5.6030 -1.9300 0.077 0.268 -0.703
H -0.1640 5.2114 -0.0296 -0.430 -0.101 0.375
C 6.9422 0.6899 -2.7259 -0.102 0.017 0.014
O 6.3660 0.0092 -1.8963 0.036 0.010 0.035
N 8.2480 0.4804 -3.0680 0.328 -0.177 0.035
N 6.3346 1.7176 -3.3828 -0.245 0.235 0.084
H 8.7412 1.0279 -3.7473 -0.051 -0.007 0.015
H 8.7279 -0.2694 -2.6037 -0.047 0.050 -0.038
H 5.3709 1.9002 -3.1565 -0.003 -0.093 -0.187
H 6.7912 2.2896 -4.0675 0.009 -0.062 0.013

[3]
18
Properties=species:S:1:pos:R:3:forces:R:3 method="wB97M-V/def2-TZVPD" de_lowest_kcal_mol=48.7 homo_energy_ha=-0.3294 homo_lumo_gap_ev=9.93 fmax_ha_per_bohr=0.07000 smiles="CC[C@@H](C=O)NC"
C -0.7382 -2.1339 0.6736 -0.186 -0.016 0.067
N 0.2044 -1.1128 1.0990 0.660 -0.227 -0.556
C -0.2000 1.7482 -1.4426 -0.960 0.015 0.107
C -0.6200 0.7431 -0.3067 -0.308 0.498 -1.996
C 0.5890 -0.1132 0.0424 -2.435 -1.328 2.295
C 1.7140 0.6239 0.7519 0.661 -0.293 -1.360
O 1.9223 1.7998 0.6815 -0.154 0.421 0.274
H -0.5929 -3.0853 1.1857 0.293 0.027 0.167
H -0.5686 -2.3291 -0.3885 -0.255 0.016 0.044
H -1.7883 -1.8743 0.8587 0.011 0.131 -0.374
H -0.1069 -0.6312 1.9269 -0.166 0.062 0.149
H -0.4394 2.7928 -1.2595 0.416 0.079 0.368
H -0.7650 1.5312 -2.3592 0.119 -0.187 0.176
H 0.8477 1.6121 -1.6944 0.087 0.327 0.136
H -1.4141 0.1876 -0.8205 0.497 -0.856 0.187
H -1.2254 1.0500 0.5522 0.879 0.880 0.216
H 0.8023 -0.7559 -0.8143 0.896 0.469 -0.107
H 2.3790 -0.0531 1.3138 -0.055 -0.017 0.207

[4]
25
Properties=species:S:1:pos:R:3:forces:R:3 method="wB97M-V/def2-TZVPD" de_lowest_kcal_mol=143.4 homo_energy_ha="-0.4094 / -0.4093" charge=+1 homo_lumo_gap_ev="6.66 / 6.65" fmax_ha_per_bohr=0.09683
C -2.9052 2.2099 0.1053 -3.813 0.580 1.640
C -3.8587 1.1374 0.1894 2.298 0.148 -0.877
C -1.5781 2.0344 -0.0472 3.033 2.096 0.343
C -3.4180 -0.1676 -0.0318 0.704 3.102 0.770
C -1.0930 0.7753 -0.3426 -0.123 0.782 -0.013
C -2.0552 -0.1710 -0.3251 -0.635 -4.937 -0.136
C 0.2546 0.2356 -0.6071 -1.799 -2.273 0.239
C 0.3157 -1.1453 -0.8100 1.731 2.144 -1.082
C 2.5417 -2.3255 0.4353 1.517 0.723 0.248
C 2.5363 0.7457 -0.9483 0.145 -1.015 -0.191
N 1.3583 1.0450 -0.5165 -0.001 2.700 -0.152
N 3.5738 -1.7507 1.0264 -0.521 0.143 -0.375
O -0.6955 -2.3728 0.6863 -1.078 -0.305 0.511
S -1.2814 -1.8259 -0.6280 1.031 0.425 0.782
H -3.3924 3.1640 0.4307 1.100 -0.573 -0.597
H -4.8452 1.3505 0.4801 -1.115 0.297 0.272
H -0.8259 2.8837 0.1794 -1.504 -1.068 -0.649
H -4.0539 -0.9513 0.3207 0.082 -0.923 -0.635
H 1.6120 -2.4025 0.9474 -0.754 -0.332 0.351
H 2.6758 -2.7548 -0.5644 -0.084 0.154 0.565
H 2.6316 -0.3117 -1.3505 -0.012 1.658 0.436
H 3.3438 1.4700 -0.9127 -0.203 -0.149 0.045
H 1.1062 2.0738 -0.2275 0.999 -2.421 -0.564
H 3.5929 -1.3236 1.9748 -0.645 -0.649 -0.962
H 4.4596 -1.6226 0.5357 -0.353 -0.309 0.029

[5]
16
Properties=species:S:1:pos:R:3:forces:R:3 method="wB97M-V/def2-TZVPD" de_lowest_kcal_mol=161.0 homo_energy_ha=-0.2965 homo_lumo_gap_ev=8.83 fmax_ha_per_bohr=0.15811 smiles="N/N=C1/CCOC=NO1"
C -0.8234 -0.0025 0.5317 -6.463 2.893 -3.996
C 0.2299 0.9812 0.6486 0.995 4.397 1.616
C 1.2155 0.9460 -0.4987 1.453 -0.199 1.034
C 1.9395 -1.2360 0.0813 -0.104 3.752 -0.388
H -2.4327 -1.2906 -0.8215 -1.024 0.492 0.174
H -3.8277 -0.0785 -0.5456 2.328 -2.454 0.240
H 0.8086 0.8650 1.6086 -0.446 0.078 -0.833
H -0.1558 2.1918 0.6915 0.389 -3.790 -0.043
H 0.7036 0.6547 -1.4023 0.172 -0.013 -0.611
H 1.9236 1.7491 -0.5674 -1.283 1.924 -0.598
H 2.9011 -1.7466 0.2379 -1.041 -0.744 -0.114
N -2.9178 -0.6059 -0.2079 -2.487 2.052 -1.353
N -2.1155 0.4778 0.0601 6.111 -2.831 3.606
N 0.7786 -1.7145 0.1862 0.750 -2.865 0.667
O 2.3259 0.1046 -0.1680 -0.815 -3.598 0.170
O -0.5535 -1.2957 0.1653 1.464 0.903 0.431

[6]
12
Properties=species:S:1:pos:R:3:forces:R:3 method="wB97M-V/def2-TZVPD" de_lowest_kcal_mol=87.9 homo_energy_ha=-0.3599 homo_lumo_gap_ev=9.70 fmax_ha_per_bohr=0.11880
C 0.2243 -0.4178 0.5606 1.001 -3.130 0.588
C 0.0442 0.3750 -0.5203 -0.959 3.288 -4.062
C -1.3899 0.7688 -1.1096 0.465 -1.443 1.660
H -1.5146 -0.2357 1.0410 -0.110 -1.719 1.160
H -0.5301 -0.8485 2.4316 -1.599 -1.057 -4.615
H 3.1074 0.0942 -0.3281 -3.182 -0.998 -0.472
H -2.1799 0.0506 -0.4972 1.082 1.762 -1.763
N -0.8526 -1.0433 1.2077 0.754 3.022 5.255
N 1.5102 -0.8102 0.6848 -1.066 1.794 -1.597
N 2.0232 -0.1494 -0.3840 4.349 1.711 0.501
N 1.2596 0.6637 -1.1194 -1.393 -2.201 2.256
O -1.7017 1.5526 -1.9671 0.659 -1.030 1.088

[7]
15
Properties=species:S:1:pos:R:3:forces:R:3 method="wB97M-V/def2-TZVPD" homo_energy_ha="-0.6202 / -0.6378" spin_multiplicity=2 charge=+2 homo_lumo_gap_ev="7.26 / 7.08" fmax_ha_per_bohr=0.12191
O -0.8585 -0.3121 1.4006 1.227 -0.166 3.253
C 0.2890 -0.7748 1.7816 -2.144 -1.131 -5.781
C 1.2425 -0.7093 0.6702 1.069 0.959 2.787
Li 0.6727 0.8450 3.0753 -0.076 0.728 0.630
Cu -1.2942 -0.8357 -0.6160 0.313 -3.322 1.536
H 0.4227 -1.5448 2.5400 -0.373 0.092 0.918
H 1.6755 0.2744 0.5624 0.268 0.091 -0.498
H 1.9273 -1.5431 0.6073 0.332 -0.100 -0.405
C -0.8496 1.0874 -1.2595 2.678 -3.359 -1.179
C 0.3178 0.0602 -1.2863 -2.338 3.082 -0.441
O -2.1387 0.7489 -1.3974 -0.013 3.458 -1.220
H -0.6579 2.1298 -1.5063 -0.118 -0.203 0.196
H 0.8365 0.8046 -1.8334 1.369 2.185 -0.200
H 1.2861 -0.4136 -1.5381 -1.007 -1.611 -0.081
H -2.8711 0.1831 -1.2002 -1.186 -0.703 0.484

[8]
13
Properties=species:S:1:pos:R:3:forces:R:3 method="wB97M-V/def2-TZVPD" de_lowest_kcal_mol=129.3 homo_energy_ha=-0.3577 homo_lumo_gap_ev=7.81 fmax_ha_per_bohr=0.07470
C 0.8040 0.8791 -1.0945 -0.115 0.835 2.612
C 0.0696 -0.4924 1.2887 -2.042 -0.950 0.049
N 0.0438 -0.0139 -1.7943 -1.256 -1.519 -0.083
C -1.4334 -0.3103 0.5006 3.164 1.046 1.911
O -1.4391 -0.7259 -0.6892 0.445 0.127 -2.122
O -2.2877 0.1746 1.1980 -0.577 -0.363 -0.359
H 0.4691 -0.9432 -1.7990 -0.308 -0.025 0.146
H 0.2726 0.8466 -0.0260 0.809 0.729 -1.591
H 0.7699 1.8937 -1.4942 -0.256 -0.093 0.059
H 1.8070 0.5973 -0.7498 -0.031 -0.250 -0.463
H 0.8378 -1.0856 0.7968 0.029 0.334 -0.362
H -0.3664 -1.1812 2.0189 0.256 0.098 0.334
H 0.4527 0.3612 1.8441 -0.119 0.030 -0.131